{"formula": "C28H70Br12N9O9P3", "method": "ωB97M-V with the def2-TZVPD basis set", "elements": ["C", "Br", "Br", "Br", "H", "C", "Br", "Br", "Br", "H", "C", "Br", "Br", "Br", "H", "C", "Br", "Br", "Br", "H", "O", "P", "N", "C", "C", "N", "C", "C", "N", "C", "C", "H", "H", "H", "H", "H", "H", "H", "H", "H", "H", "H", "H", "H", "H", "H", "H", "H", "H", "O", "P", "N", "C", "C", "N", "C", "C", "N", "C", "C", "H", "H", "H", "H", "H", "H", "H", "H", "H", "H", "H", "H", "H", "H", "H", "H", "H", "H", "O", "P", "N", "C", "C", "N", "C", "C", "N", "C", "C", "H", "H", "H", "H", "H", "H", "H", "H", "H", "H", "H", "H", "H", "H", "H", "H", "H", "H", "C", "O", "C", "O", "O", "C", "H", "H", "H", "H", "H", "H", "C", "O", "C", "O", "O", "C", "H", "H", "H", "H", "H", "H"], "xyz": [[3.898062, 3.244321, 1.131531], [4.441161, 3.738388, 2.898006], [2.186164, 4.163208, 0.655872], [3.938839, 1.306318, 0.809058], [4.652892, 3.658191, 0.476651], [-3.840235, 6.356337, -0.402528], [-5.080183, 5.738194, -1.815674], [-2.019886, 6.320936, -1.169533], [-3.869267, 5.196696, 1.238245], [-4.197181, 7.302302, -0.019500], [-2.607292, -3.142031, -5.273857], [-3.939605, -2.988637, -3.873450], [-3.289158, -2.721457, -7.017319], [-1.800674, -4.941479, -5.230250], [-1.856895, -2.443388, -4.922952], [-6.986726, 2.602503, -5.943033], [-8.822202, 2.497599, -6.476344], [-6.688322, 3.835952, -4.463031], [-5.788688, 2.929653, -7.428134], [-6.768126, 1.686519, -5.409508], [2.976767, -5.937977, 0.218844], [1.637479, -6.571114, 0.050714], [1.276595, -7.830913, 1.113447], [2.431053, -8.608028, 1.556720], [-0.023196, -8.378232, 1.368393], [1.427725, -7.212152, -1.477279], [2.237689, -6.668741, -2.614553], [0.332713, -8.112148, -1.869736], [0.332205, -5.560975, 0.293009], [-0.163929, -4.630694, -0.681989], [0.000198, -5.095307, 1.651625], [2.573576, -9.402666, 0.811904], [2.169430, -9.042270, 2.521503], [3.366154, -8.057028, 1.610046], [-0.505033, -8.897145, 0.541244], [-0.698313, -7.682065, 1.873481], [0.031569, -9.152652, 2.141969], [2.281541, -5.581117, -2.511255], [3.235218, -6.998808, -2.324472], [1.904025, -6.891319, -3.620938], [0.327551, -9.041052, -1.297432], [-0.615157, -7.638784, -1.598733], [0.370799, -8.434998, -2.905903], [0.069133, -3.587452, -0.437915], [0.412773, -4.707696, -1.607928], [-1.243505, -4.654144, -0.847265], [-1.086438, -5.198230, 1.720059], [0.281002, -4.053536, 1.815208], [0.469953, -5.731133, 2.399975], [-1.847639, 3.056014, 6.716357], [-0.956746, 3.444715, 5.592985], [-0.931691, 2.307289, 4.334648], [-2.198541, 2.068864, 3.674193], [-0.030532, 1.131154, 4.315234], [0.606739, 3.814022, 6.043734], [0.979186, 3.534441, 7.420919], [1.683872, 4.380806, 5.225070], [-1.530107, 4.852922, 4.855644], [-2.952737, 5.175068, 5.083800], [-0.925185, 5.430476, 3.668791], [-2.266834, 1.050298, 3.286072], [-2.235860, 2.661995, 2.749686], [-3.100275, 2.250864, 4.260328], [-0.466640, 0.404894, 5.002200], [0.976324, 1.393192, 4.639579], [0.079250, 0.785025, 3.289335], [1.233065, 2.481295, 7.574744], [1.715987, 4.251342, 7.779953], [0.135566, 3.647919, 8.107023], [1.362879, 4.564269, 4.203131], [2.020312, 5.335590, 5.628905], [2.521943, 3.696588, 5.097098], [-3.384887, 5.951395, 4.453215], [-3.557805, 4.269966, 5.022684], [-3.092571, 5.565740, 6.093690], [-1.779941, 5.853949, 3.146043], [-0.308668, 4.715876, 3.116781], [-0.218401, 6.260811, 3.808087], [-1.143819, 0.235979, -3.503200], [-1.340896, 0.918061, -2.187410], [-2.855336, 1.683659, -2.088049], [-3.430906, 2.068769, -3.388653], [-3.269181, 2.581884, -0.985997], [-0.112363, 1.981384, -1.629571], [-0.076203, 3.351187, -2.084207], [1.195736, 1.377082, -1.320608], [-1.360237, -0.189714, -0.883933], [-1.897062, -1.515078, -1.078695], [-1.045118, 0.182643, 0.504662], [-3.921655, 1.165335, -3.763324], [-2.684727, 2.320331, -4.147387], [-4.136100, 2.892899, -3.345895], [-3.713958, 1.942174, -0.221160], [-4.096463, 3.230701, -1.263089], [-2.500388, 3.266752, -0.627025], [0.594773, 3.535229, -2.926970], [-1.009830, 3.799838, -2.431839], [0.209343, 3.952092, -1.218162], [1.284044, 1.093517, -0.275043], [1.433412, 0.482955, -1.903887], [2.060922, 1.997748, -1.556658], [-2.984804, -1.565372, -0.955652], [-1.697112, -1.764631, -2.123953], [-1.430208, -2.288861, -0.469511], [0.025707, 0.072925, 0.700940], [-1.469580, -0.529470, 1.212924], [-1.355925, 1.211255, 0.676139], [5.177141, -1.808324, 2.949161], [4.172341, -2.087966, 1.992872], [2.883870, -1.802336, 2.264226], [2.477439, -1.383689, 3.306664], [2.178071, -2.019773, 1.171037], [2.678903, -2.187142, -0.155875], [5.165706, -2.411738, 3.855273], [5.155112, -0.739607, 3.168536], [6.106730, -2.026070, 2.423559], [1.772536, -2.446548, -0.689249], [3.428708, -2.980038, -0.168311], [3.196895, -1.282180, -0.478279], [1.691692, 1.493711, -4.529439], [2.501253, 1.930377, -5.606700], [3.218313, 3.028465, -5.395174], [3.503664, 3.544864, -4.352029], [3.473627, 3.516413, -6.610278], [4.462290, 4.547723, -6.712570], [1.206623, 0.548495, -4.763414], [0.884441, 2.178722, -4.282602], [2.265651, 1.302258, -3.626551], [4.626019, 5.039939, -5.757992], [4.198873, 5.169539, -7.562852], [5.399713, 4.065102, -7.001724]], "forces_ev_per_angstrom": [[-0.4, 0.2, -0.4], [0.0, -0.2, 0.0], [1.0, -0.8, 0.4], [-0.1, 0.8, 0.3], [-0.2, 0.0, -0.1], [0.2, -1.6, 0.0], [0.4, 0.5, 0.9], [-1.0, 0.5, 0.6], [-0.2, 0.6, -1.1], [0.4, 0.2, -0.4], [0.1, -0.5, 0.6], [-0.2, -0.1, -0.3], [0.2, 0.0, 0.3], [-0.2, 0.7, -0.1], [0.2, 0.1, -0.6], [0.2, 0.0, 0.6], [0.0, 0.2, 0.0], [-0.2, 0.3, -0.3], [-0.3, -0.2, 0.5], [0.2, -0.3, -0.7], [-0.8, -0.8, -0.2], [-0.5, -0.2, -0.1], [1.2, 1.6, -0.2], [-0.5, -0.8, -0.6], [-0.6, -0.6, 1.1], [-0.1, -0.1, -1.7], [0.6, 0.7, 2.4], [-0.2, 0.2, 1.4], [-0.2, 0.2, 0.9], [1.0, 0.7, -0.9], [-0.2, -0.7, -0.5], [0.3, -0.3, 0.4], [0.3, -0.1, 0.0], [-0.3, 0.4, 0.1], [-0.1, 0.4, -0.2], [-0.1, 0.3, -0.6], [0.5, -0.1, -0.1], [-0.1, 0.1, -0.3], [0.3, 0.0, -1.1], [-0.1, -0.5, 0.2], [0.4, -0.1, 0.1], [-0.3, 0.0, -0.6], [0.1, 0.5, -0.1], [-0.1, -0.1, 0.6], [-0.6, -0.5, -0.3], [0.0, -0.4, -0.1], [0.0, 0.2, 0.4], [0.1, 0.0, -0.1], [0.0, 0.1, 0.0], [0.7, 0.3, -0.3], [-0.4, 0.4, -0.6], [1.1, 0.4, 0.5], [-0.1, 0.2, -1.2], [-0.4, 1.0, 0.5], [0.0, -0.3, -0.1], [-0.8, -0.3, 0.7], [-0.7, -0.4, -0.4], [-0.4, -0.2, 0.1], [0.1, -0.3, 1.0], [0.0, 0.4, 0.1], [0.1, -0.2, 0.4], [-0.3, 0.3, 0.1], [0.2, 0.1, 0.2], [0.4, -0.6, -0.3], [-0.1, 0.1, 0.2], [-0.2, -0.3, 0.1], [0.8, 0.1, -0.1], [0.4, -0.3, -0.2], [-0.2, 0.2, -0.3], [-0.2, 0.0, 0.1], [0.1, 0.0, 0.2], [0.1, -0.1, 0.4], [0.5, -0.1, -0.5], [-0.2, 0.1, -0.1], [0.1, -0.1, 0.1], [0.5, -0.2, -0.9], [-0.7, -0.3, -0.4], [-0.2, 0.1, 0.7], [-0.3, 0.6, 0.9], [0.0, -0.9, 1.9], [0.8, 1.5, -0.8], [0.2, -1.0, -0.8], [-0.1, -0.9, 0.1], [-1.0, -1.2, -0.9], [0.1, 0.9, 0.1], [0.3, -0.4, -0.1], [0.6, 0.7, 0.0], [-0.2, 0.0, -1.2], [0.4, -0.2, -0.6], [-0.3, 0.3, -0.3], [0.1, 0.1, 0.1], [0.0, -0.1, 0.4], [0.5, 0.3, 0.6], [0.0, -0.2, -0.5], [0.3, -0.4, 0.3], [0.4, -0.1, 0.3], [-0.4, -0.7, 0.2], [0.2, 0.3, -0.3], [-0.1, 0.2, 0.0], [-0.6, -0.2, 0.0], [-0.4, 0.6, 0.0], [0.0, 0.0, 0.2], [-0.1, -0.3, 0.1], [0.1, 0.4, 0.2], [0.0, 0.2, 0.0], [-0.6, 0.2, -0.1], [0.0, -0.1, 0.4], [0.6, 0.6, -0.2], [-0.1, -0.4, -0.1], [1.7, 0.1, -0.6], [-0.5, -0.1, 0.1], [-1.8, 0.4, 0.6], [0.9, -0.4, 0.8], [-0.5, 0.0, 0.0], [0.0, -0.1, 0.3], [0.0, 0.0, 0.1], [0.3, 0.2, -0.5], [-0.3, -0.2, -0.2], [-0.4, 0.1, -0.2], [-0.3, -0.8, 0.9], [-0.3, -0.2, 0.1], [-0.6, 0.4, -0.8], [0.1, -0.2, 0.5], [0.4, 0.2, -0.2], [0.6, -0.8, -0.2], [0.2, 0.1, -0.5], [0.2, 0.3, -0.3], [0.3, 0.3, -0.2], [-0.3, 0.3, -0.2], [-0.3, 0.3, 0.4], [0.1, 0.0, 0.1]], "mulliken_charge": [-0.42, -0.02, 0.04, 0.04, 0.43, -0.46, -0.03, 0.02, 0.05, 0.45, 0.03, -0.04, -0.01, -0.04, 0.04, -0.31, -0.03, 0.01, 0.01, 0.30, -0.89, 0.45, 0.32, -1.07, -0.95, 0.30, -0.92, -1.01, 0.45, -0.01, -1.14, 0.32, 0.36, 0.26, 0.24, 0.25, 0.43, 0.24, 0.30, 0.35, 0.22, 0.37, 0.38, -0.86, 0.25, 0.42, 0.39, 0.08, 0.43, -0.86, 0.08, 0.60, -1.10, -0.97, 0.43, -1.12, -0.94, 0.15, -0.84, -0.71, 0.42, 0.20, 0.37, 0.36, 0.25, 0.24, 0.31, 0.37, 0.34, 0.13, 0.33, 0.45, 0.40, 0.24, 0.26, 0.19, 0.26, 0.18, -0.78, -0.10, 0.38, -0.58, -0.56, 0.98, -0.78, -1.41, 0.48, -1.07, -0.89, 0.35, 0.32, -0.15, 0.22, 0.25, 0.16, 0.03, 0.22, 0.16, 0.03, 0.47, 0.65, 0.33, 0.15, 0.44, -0.12, 0.61, 0.32, -0.71, -0.37, 0.51, -0.60, 0.12, -0.40, 0.28, 0.28, 0.26, -0.09, 0.33, 0.35, -0.38, -0.36, 0.77, -0.58, -0.34, -0.67, 0.30, 0.12, 0.26, 0.34, 0.22, 0.27], "homo_lumo_gap_ev": 7.485, "max_force_ev_per_a": 2.53, "charge": 0, "multiplicity": 1, "lumo_energy_ev": -0.8, "energy_ha": -34191.078896}